C20H27Cl4LaN4O3Si as an isolated structure at a distorted geometry, computed with ωB97M-V with the def2-TZVPD basis set.

```
60
C20H27Cl4LaN4O3Si, DFT ωB97M-V with the def2-TZVPD basis set
La 1.10 10.49 13.60
Cl -1.81 13.99 8.79
C -1.24 13.76 10.33
C -0.72 14.83 11.13
Cl -0.73 16.47 10.70
C -0.17 14.49 12.36
Cl 0.51 15.60 13.46
C -0.10 13.15 12.78
O 0.52 12.83 13.90
C -0.76 12.11 12.04
O -0.75 10.85 12.36
C -1.32 12.49 10.88
Cl -2.27 11.29 10.06
C 2.29 12.49 16.99
C 1.86 11.11 17.23
C 2.09 10.50 18.48
C 1.62 9.18 18.63
C 0.93 8.58 17.63
C 0.98 9.16 16.26
N 1.35 10.45 16.17
N 0.88 8.48 15.12
Si 0.65 6.74 14.89
C -0.96 6.12 15.64
C 2.08 5.74 15.58
C 0.48 6.50 13.01
H 3.45 12.58 16.89
H 2.00 13.12 17.87
H 1.82 12.90 16.07
H 2.70 10.97 19.22
H 1.81 8.68 19.57
H 0.54 7.58 17.68
H -1.34 5.30 15.01
H -1.69 6.92 15.77
H -0.76 5.71 16.62
H 2.02 4.71 15.27
H 2.30 5.84 16.64
H 3.00 5.98 15.03
H -0.21 5.67 12.73
H 1.51 6.29 12.61
H 0.05 7.39 12.55
C 4.49 8.61 9.65
N 4.29 9.39 10.87
C 4.79 8.81 12.11
C 3.47 10.48 10.97
O 2.92 10.80 12.12
N 3.28 11.37 10.00
C 2.63 12.60 10.29
C 3.34 11.02 8.57
H 4.67 7.56 9.97
H 5.43 8.93 9.10
H 3.57 8.68 9.00
H 5.90 8.63 11.92
H 4.42 7.82 12.34
H 4.51 9.57 12.87
H 2.81 12.78 11.34
H 1.54 12.53 10.12
H 3.08 13.35 9.63
H 2.42 10.47 8.29
H 4.15 10.46 8.21
H 3.31 12.01 8.14
```

The value obtained for the LUMO energy is -0.23 eV. The electronic energy is -3385.057644 a.u. As for the multiplicity: 1. The net charge is 0. For the gap between HOMO and LUMO, the calculation gives 6.614 eV. For the largest force on an atom, the calculation gives 3.12 eV Å⁻¹.



C20H27FMoN4O5 as an isolated structure, computed with ωB97M-V with the def2-TZVPD basis set.

```
58
C20H27FMoN4O5, DFT ωB97M-V with the def2-TZVPD basis set
Mo 0.92 -1.10 1.68
N -0.09 0.15 3.26
C -0.10 -0.31 4.68
C -0.41 -1.80 4.83
C 0.73 -2.74 4.47
N 0.90 -2.90 3.00
H 0.24 1.11 3.22
H -1.05 0.20 2.92
H -0.84 0.27 5.23
H 0.87 -0.08 5.11
H -1.31 -2.06 4.27
H -0.65 -1.96 5.88
H 0.54 -3.72 4.91
H 1.67 -2.37 4.88
H 0.15 -3.49 2.65
H 1.75 -3.43 2.83
C -3.65 -0.84 -4.09
C -2.59 0.24 -4.13
C -3.16 1.60 -4.49
C -2.04 2.61 -4.67
C -1.12 2.61 -3.48
C -0.33 3.70 -3.22
C 0.50 3.72 -2.10
F 1.25 4.80 -1.89
C 0.55 2.69 -1.21
C -0.25 1.56 -1.45
C -0.24 0.46 -0.53
O 0.56 0.53 0.51
C -1.09 -0.61 -0.78
C -1.84 -0.62 -1.96
N -1.84 0.37 -2.83
C -1.07 1.51 -2.59
C -1.26 -1.80 0.10
O -1.68 -2.85 -0.27
O -0.92 -1.55 1.41
H -4.20 -0.81 -5.03
H -4.37 -0.67 -3.28
H -3.25 -1.85 -4.00
H -1.83 -0.03 -4.88
H -3.85 1.92 -3.70
H -3.74 1.51 -5.40
H -2.43 3.61 -4.82
H -1.47 2.35 -5.57
H -0.35 4.56 -3.87
H 1.18 2.74 -0.34
H -2.44 -1.48 -2.18
N 2.60 0.16 2.48
C 4.00 -0.28 2.20
C 4.25 -0.44 0.71
C 3.51 -1.58 0.08
O 3.85 -2.23 -0.85
O 2.29 -1.84 0.70
H 2.48 1.09 2.08
H 2.51 0.27 3.49
H 4.16 -1.23 2.73
H 4.70 0.45 2.61
H 5.31 -0.60 0.52
H 3.97 0.47 0.17
```

The value obtained for the LUMO energy (spin up / spin down) is -7.15 / -7.17 eV. The electronic energy is -1541.238881 a.u. As for the multiplicity: 1. The net charge is +2. For the gap between HOMO and LUMO (spin up / spin down), the calculation gives 7.367 / 7.346 eV. For the largest force on an atom, the calculation gives 0.58 eV Å⁻¹.



A 3-piece molecular cluster, C20H27IN2O7S overall at a distorted geometry, computed with ωB97M-V with the def2-TZVPD basis set.

```
58
C20H27IN2O7S, DFT ωB97M-V with the def2-TZVPD basis set
O 2.86 -0.30 1.37
C 1.72 -0.60 1.11
C 1.04 -1.90 1.66
C -0.31 -1.91 1.79
I -1.37 -3.63 2.57
C -1.22 -0.70 1.40
O -2.30 -0.50 1.88
C -0.62 0.23 0.29
C -1.53 1.00 -0.55
C -0.94 1.84 -1.61
C -1.89 2.65 -2.57
C -2.64 1.68 -3.57
C -2.03 1.62 -5.03
C -0.54 2.09 -5.15
S 0.21 1.52 -6.74
O -0.37 2.17 -7.91
O 1.65 1.78 -6.64
O -0.01 -0.12 -6.74
C 0.52 1.88 -1.71
C 1.44 1.13 -0.86
C 0.84 0.28 0.17
H 1.67 -2.79 1.92
H -2.64 0.95 -0.42
H -1.39 3.53 -3.04
H -2.68 3.07 -1.88
H -3.71 2.02 -3.68
H -2.63 0.65 -3.11
H -2.04 0.53 -5.34
H -2.65 2.14 -5.81
H -0.47 3.21 -5.18
H 0.12 1.70 -4.34
H -0.60 -0.35 -7.48
H 0.95 2.54 -2.51
H 2.54 1.19 -1.01
C 4.28 -6.08 4.67
N 2.98 -5.90 4.06
C 2.70 -5.56 2.77
C 3.85 -5.34 1.83
O 1.53 -5.45 2.41
H 4.34 -7.10 5.06
H 4.37 -5.38 5.51
H 5.09 -5.91 3.97
H 2.16 -6.03 4.63
H 3.47 -5.07 0.85
H 4.48 -4.51 2.19
H 4.45 -6.25 1.74
C -1.23 3.26 4.56
N -1.05 3.46 3.14
C -2.00 3.47 2.17
C -3.44 3.26 2.58
O -1.68 3.65 1.00
H -0.84 4.14 5.08
H -0.65 2.39 4.87
H -2.27 3.12 4.83
H -0.12 3.61 2.79
H -4.07 3.30 1.70
H -3.55 2.28 3.05
H -3.75 4.05 3.27
```

The value obtained for the LUMO energy is -0.87 eV. Its SMILES is O=C1C=C(I)C(=O)c2cc(CCCCS(=O)(=O)O)ccc21.CNC(C)=O.CNC(C)=O. The electronic energy is -2110.320554 a.u. As for the multiplicity: 1. The net charge is 0. For the gap between HOMO and LUMO, the calculation gives 8.183 eV. For the largest force on an atom, the calculation gives 2.98 eV Å⁻¹.



An isolated molecule of C20H27N3O2S, computed with ωB97M-V with the def2-TZVPD basis set.

```
53
C20H27N3O2S, DFT ωB97M-V with the def2-TZVPD basis set
C 5.20 2.72 -2.55
C 5.50 1.55 -1.63
C 4.50 1.47 -0.48
C 4.80 0.31 0.46
N 3.82 0.22 1.52
C 2.88 -0.74 1.56
O 2.87 -1.72 0.84
C 1.80 -0.55 2.64
N 0.51 -0.90 2.08
C 0.01 -0.12 1.08
S 0.67 1.37 0.77
N -1.07 -0.57 0.42
C -1.61 0.11 -0.75
C -2.96 0.69 -0.46
C -3.09 1.74 0.45
C -4.33 2.27 0.74
C -5.48 1.76 0.14
C -6.82 2.36 0.44
C -5.35 0.72 -0.77
C -4.11 0.19 -1.06
C -1.74 -1.81 0.76
C -1.16 -3.00 0.05
C 0.12 -3.35 -0.28
C 0.03 -4.58 -0.97
C -1.30 -4.89 -1.01
O -2.02 -3.93 -0.41
H 4.20 2.64 -2.97
H 5.26 3.66 -2.01
H 5.92 2.76 -3.37
H 6.51 1.64 -1.23
H 5.46 0.62 -2.20
H 4.53 2.41 0.08
H 3.49 1.36 -0.88
H 4.76 -0.64 -0.08
H 5.79 0.43 0.91
H 3.66 1.07 2.05
H 2.00 -1.22 3.47
H 1.76 0.48 2.99
H 0.39 -1.90 1.95
H -0.90 0.91 -1.01
H -1.66 -0.60 -1.57
H -2.20 2.14 0.92
H -4.42 3.08 1.45
H -7.01 3.21 -0.21
H -6.87 2.71 1.47
H -7.62 1.63 0.28
H -6.23 0.31 -1.25
H -4.03 -0.63 -1.77
H -1.71 -1.95 1.85
H -2.79 -1.72 0.47
H 1.03 -2.81 -0.08
H 0.84 -5.15 -1.38
H -1.83 -5.72 -1.43
```

The value obtained for the LUMO energy is 0.76 eV. Its SMILES is CCCCNC(=O)CNC(=S)N(Cc1ccc(C)cc1)Cc1ccco1. The electronic energy is -1491.269487 a.u. As for the multiplicity: 1. The net charge is 0. For the gap between HOMO and LUMO, the calculation gives 8.906 eV. For the largest force on an atom, the calculation gives 0.86 eV Å⁻¹.



An isolated molecule of C20H27N3O4S2 at a distorted geometry, computed with ωB97M-V with the def2-TZVPD basis set.

```
56
C20H27N3O4S2, DFT ωB97M-V with the def2-TZVPD basis set
C 6.42 0.13 0.10
C 5.09 0.06 0.85
C 5.01 -1.13 1.81
C 4.73 -2.44 1.07
C 3.44 -2.31 0.28
C 3.50 -1.15 -0.72
C 4.32 -1.48 -1.97
N 3.93 0.05 -0.03
S 3.37 1.47 -0.65
O 3.95 2.54 0.10
O 3.44 1.51 -2.08
C 1.62 1.35 -0.20
C 1.29 1.17 1.13
C -0.04 1.07 1.49
C -1.01 1.15 0.50
S -2.72 1.04 1.04
O -3.05 2.24 1.74
O -2.88 -0.21 1.73
N -3.56 0.97 -0.41
C -4.61 1.96 -0.59
C -5.84 1.69 0.29
C -6.46 0.37 -0.04
C -7.44 0.26 -1.03
C -7.93 -1.00 -1.34
N -7.52 -2.11 -0.75
C -6.59 -2.01 0.18
C -6.02 -0.80 0.57
C -0.69 1.34 -0.82
C 0.65 1.43 -1.18
H 7.21 0.39 0.79
H 6.67 -0.81 -0.38
H 6.36 0.90 -0.67
H 4.99 0.99 1.41
H 5.94 -1.19 2.37
H 4.20 -0.96 2.52
H 5.56 -2.67 0.40
H 4.65 -3.25 1.79
H 3.23 -3.24 -0.27
H 2.61 -2.14 0.97
H 2.48 -0.92 -1.06
H 3.81 -2.25 -2.55
H 5.31 -1.85 -1.72
H 4.42 -0.59 -2.58
H 2.08 1.12 1.86
H -0.35 0.93 2.51
H -3.89 0.03 -0.56
H -4.17 2.92 -0.32
H -4.89 1.96 -1.65
H -5.52 1.71 1.33
H -6.56 2.50 0.13
H -7.81 1.13 -1.53
H -8.70 -1.13 -2.09
H -6.28 -2.94 0.63
H -5.27 -0.77 1.34
H -1.47 1.40 -1.56
H 0.96 1.57 -2.21
```

The value obtained for the LUMO energy is 0.15 eV. Its SMILES is C[C@@H]1CCC[C@H](C)N1S(=O)(=O)c1ccc(S(=O)(=O)NCCc2ccncc2)cc1. The electronic energy is -2039.905140 a.u. As for the multiplicity: 1. The net charge is 0. For the gap between HOMO and LUMO, the calculation gives 9.624 eV. For the largest force on an atom, the calculation gives 1.08 eV Å⁻¹.



A 3-piece molecular cluster, C20H27N3O7 overall, computed with ωB97M-V with the def2-TZVPD basis set.

```
57
C20H27N3O7, DFT ωB97M-V with the def2-TZVPD basis set
O -0.63 0.86 2.26
N -1.06 -0.28 2.17
O -0.69 -1.21 2.85
C -2.10 -0.54 1.16
C -2.51 0.50 0.34
C -3.48 0.25 -0.61
C -4.03 -1.02 -0.73
C -3.60 -2.05 0.10
C -2.63 -1.81 1.06
H -2.07 1.48 0.44
H -3.82 1.05 -1.26
H -4.79 -1.21 -1.47
H -4.03 -3.04 0.01
H -2.28 -2.60 1.72
O -4.96 2.94 -1.07
N -5.94 3.60 -0.78
O -6.71 4.09 -1.58
C -6.19 3.82 0.66
C -5.32 3.28 1.58
C -5.57 3.50 2.93
C -6.67 4.24 3.32
C -7.54 4.77 2.38
C -7.30 4.56 1.03
H -4.47 2.71 1.25
H -4.89 3.09 3.67
H -6.86 4.41 4.38
H -8.40 5.35 2.69
H -7.96 4.97 0.27
C 2.57 -0.80 3.28
C 2.68 0.19 2.12
C 3.68 -0.22 1.07
O 4.62 -0.95 1.23
O 3.43 0.37 -0.15
C 3.07 -0.55 -1.18
C 4.26 -1.09 -1.95
C 3.88 -2.30 -2.77
O 4.67 -2.44 -3.94
C 5.64 -3.47 -3.89
C 6.65 -3.31 -2.78
N 7.38 -2.04 -2.87
H 1.65 -1.37 3.19
H 3.42 -1.47 3.30
H 2.54 -0.27 4.23
H 3.02 1.17 2.46
H 1.73 0.35 1.61
H 2.42 0.01 -1.85
H 2.47 -1.37 -0.74
H 4.62 -0.32 -2.64
H 5.08 -1.30 -1.26
H 3.93 -3.22 -2.17
H 2.84 -2.21 -3.12
H 6.17 -3.41 -4.85
H 5.16 -4.46 -3.84
H 7.33 -4.16 -2.84
H 6.16 -3.38 -1.80
H 8.37 -2.19 -2.94
H 7.08 -1.51 -3.68
```

The value obtained for the LUMO energy is -0.72 eV. Its SMILES is O=[N+]([O-])c1ccccc1.O=[N+]([O-])c1ccccc1.CCC(=O)OCCCOCCN. The electronic energy is -1469.038364 a.u. As for the multiplicity: 1. The net charge is 0. For the gap between HOMO and LUMO, the calculation gives 8.292 eV. For the largest force on an atom, the calculation gives 0.33 eV Å⁻¹.



An isolated molecule of C20H27N5O7S at a distorted geometry, computed with ωB97M-V with the def2-TZVPD basis set.

```
60
C20H27N5O7S, DFT ωB97M-V with the def2-TZVPD basis set
C 0.84 -1.88 5.44
C 0.67 -2.21 3.97
O 1.28 -1.23 3.12
C 0.64 -0.05 3.02
O -0.43 0.20 3.51
N 1.38 0.87 2.32
C 0.75 2.10 1.91
C 0.18 1.97 0.49
N 1.18 1.46 -0.42
C 1.37 1.85 -1.71
O 2.16 1.27 -2.43
C 0.55 3.04 -2.19
C 0.83 3.36 -3.67
N 0.72 2.24 -4.57
S -0.76 1.49 -4.72
O -1.77 2.48 -4.51
O -0.73 0.75 -5.95
C -0.83 0.28 -3.39
C 0.00 -0.83 -3.45
C 0.00 -1.76 -2.43
C -0.83 -1.58 -1.32
C -1.68 -0.46 -1.28
C -1.68 0.46 -2.32
C -2.53 -0.22 -0.11
O -3.27 0.74 -0.01
N -2.40 -1.15 0.90
C -3.16 -0.94 2.13
C -1.60 -2.26 0.88
O -1.55 -3.04 1.81
N -0.83 -2.46 -0.26
C 0.01 -3.64 -0.28
C 1.87 0.26 0.03
C 2.45 0.48 1.43
H 0.32 -0.96 5.68
H 1.90 -1.76 5.68
H 0.43 -2.68 6.04
H -0.39 -2.30 3.71
H 1.18 -3.14 3.71
H -0.05 2.33 2.61
H 1.51 2.89 1.94
H -0.18 2.94 0.16
H -0.67 1.28 0.52
H 0.79 3.92 -1.60
H -0.51 2.81 -2.08
H 0.10 4.10 -4.01
H 1.83 3.77 -3.78
H 1.47 1.57 -4.45
H 0.63 -0.95 -4.32
H 0.65 -2.61 -2.50
H -2.35 1.30 -2.29
H -3.97 -0.24 1.91
H -3.56 -1.89 2.47
H -2.51 -0.52 2.89
H 1.07 -3.36 -0.33
H -0.25 -4.27 -1.14
H -0.17 -4.19 0.64
H 2.64 0.03 -0.69
H 1.15 -0.57 0.08
H 2.92 -0.43 1.79
H 3.19 1.28 1.41
```

The value obtained for the LUMO energy is -0.08 eV. Its SMILES is CCOC(=O)N1CCN(C(=O)CCNS(=O)(=O)c2ccc3c(c2)c(=O)n(C)c(=O)n3C)CC1. The electronic energy is -1977.091208 a.u. As for the multiplicity: 1. The net charge is 0. For the gap between HOMO and LUMO, the calculation gives 9.087 eV. For the largest force on an atom, the calculation gives 1.11 eV Å⁻¹.



A 3-piece molecular cluster, C20H27N6O5P overall at a distorted geometry, computed with ωB97M-V with the def2-TZVPD basis set.

```
59
C20H27N6O5P, DFT ωB97M-V with the def2-TZVPD basis set
C -0.32 6.01 2.69
C -1.73 5.22 2.89
O -2.81 5.86 3.13
O -1.67 3.80 2.73
C -1.12 3.13 3.90
C 0.25 2.33 3.62
C 0.07 0.95 2.82
C -0.25 1.10 1.25
C 0.28 2.51 0.63
N 0.71 3.54 0.16
C -1.85 1.09 1.08
N -2.44 -0.24 0.75
C 0.53 -0.05 0.44
N 2.01 0.32 0.49
C 0.44 -1.51 1.10
N 0.02 -2.53 1.61
P 0.06 -0.24 -1.39
O 1.35 -0.70 -2.14
O -1.11 -1.46 -1.69
O -0.50 1.18 -2.15
H 0.30 5.34 1.98
H -0.55 7.04 2.25
H 0.21 6.03 3.70
H -0.85 3.98 4.65
H -1.86 2.44 4.43
H 1.08 3.02 3.19
H 0.65 2.04 4.68
H 1.03 0.32 3.04
H -0.79 0.38 3.33
H -2.18 1.84 0.27
H -2.29 1.39 2.12
H -2.68 -0.77 1.61
H -3.29 -0.16 0.17
H 2.27 0.89 -0.33
H 2.51 -0.58 0.47
H -1.86 -1.00 -2.16
H 0.27 1.74 -2.42
C -3.23 -4.65 -2.40
C -3.35 -3.84 -1.28
C -4.55 -3.18 -1.07
N -5.60 -3.27 -1.89
C -5.46 -4.05 -2.97
C -4.31 -4.76 -3.27
H -2.31 -5.18 -2.60
H -2.53 -3.73 -0.58
H -4.69 -2.54 -0.20
H -6.33 -4.10 -3.62
H -4.25 -5.38 -4.16
C 4.52 -1.67 -2.65
C 5.26 -1.09 -1.62
C 6.64 -1.24 -1.65
N 7.30 -1.92 -2.60
C 6.56 -2.47 -3.57
C 5.18 -2.38 -3.64
H 3.44 -1.57 -2.66
H 4.78 -0.53 -0.83
H 7.26 -0.80 -0.87
H 7.12 -3.02 -4.33
H 4.64 -2.84 -4.46
```

The value obtained for the LUMO energy is -0.14 eV. Its SMILES is CC(=O)OCCC[C@](C#N)(CN)[C@@](N)(C#N)P(=O)(O)O.c1ccncc1.c1ccncc1. The electronic energy is -1824.305246 a.u. As for the multiplicity: 1. The net charge is 0. For the gap between HOMO and LUMO, the calculation gives 9.429 eV. For the largest force on an atom, the calculation gives 6.95 eV Å⁻¹.